Density functional theory data (ωB97M-V with the def2-TZVPD basis set) for a molecular structure, C10H14N7OOsS6SbSe4.

Structure (XYZ):
```
44
Properties=species:S:1:pos:R:3:forces:R:3:mulliken_spin:R:1
Os -1.25291 0.22798 -1.08180 -1.479 0.088 -1.606 2.09
Se -4.98045 -0.60778 -5.19798 0.250 0.255 0.083 0.26
Sb -3.12232 0.98681 -4.77348 -0.138 -0.529 -0.125 0.25
Se -2.80053 1.88648 -2.09785 0.294 0.367 0.455 0.28
Se -1.43079 -0.58439 -3.43709 0.216 0.042 -0.038 0.02
Se -1.56975 1.38732 -6.62685 0.130 0.120 -0.220 0.26
N 1.76646 -5.09620 -3.49191 0.106 -0.065 0.090 0.00
C 1.26736 -3.87975 -3.09799 -0.030 0.078 -0.092 0.00
N 0.90829 -3.03153 -4.07846 -0.148 -0.023 0.077 0.00
N 1.19972 -3.65029 -1.80829 0.094 0.146 0.011 0.00
C 0.62587 -2.50430 -1.48691 -0.159 -0.116 -0.216 0.02
N 0.09109 -1.50635 -1.28983 0.128 0.088 0.743 -0.02
H 2.36220 -5.07055 -4.30387 -0.094 -0.013 -0.068 0.00
H 2.16243 -5.60564 -2.71689 -0.009 -0.009 -0.012 0.00
H 0.58046 -3.43694 -4.94136 0.158 -0.028 -0.044 0.00
H 0.38207 -2.18597 -3.82929 -0.006 0.033 0.029 0.00
C -2.35867 1.10096 4.78906 -0.018 -0.010 0.038 0.00
C -3.14527 2.06159 3.89737 0.017 -0.008 0.045 0.00
C -2.45936 2.25681 2.58355 -0.100 -0.037 -0.108 0.01
N -2.44300 1.36926 1.66137 0.054 0.049 0.094 0.05
N -1.70088 1.74055 0.58252 0.290 -0.251 0.137 -0.06
C -1.18338 2.93304 0.67716 -0.058 0.053 -0.031 -0.02
N -0.44118 3.50969 -0.30368 0.126 -0.121 -0.035 0.01
S -1.55117 3.68865 2.18136 0.018 0.058 0.024 0.00
H -2.86806 0.95355 5.74333 -0.004 -0.001 -0.005 0.00
H -1.35711 1.48464 4.98801 0.006 -0.010 -0.014 0.00
H -2.25177 0.13777 4.29200 0.031 0.009 -0.010 0.00
H -3.27930 3.02630 4.39174 0.009 0.005 -0.010 0.00
H -4.13998 1.66239 3.69312 0.012 -0.019 -0.003 0.00
H -0.68412 3.12849 -1.22266 -0.099 0.092 -0.011 0.00
H -0.40952 4.51585 -0.29238 0.018 -0.001 0.021 0.00
C 3.12177 0.90805 -0.79848 -0.027 -0.048 0.023 -0.01
S 3.32976 -0.81886 -0.29199 0.134 0.042 -0.056 0.00
C 3.13454 -0.68655 1.43767 -0.282 0.026 0.124 0.00
C 1.97542 -0.36489 2.08882 0.271 -0.049 -0.221 0.01
S 0.41883 0.02286 1.49943 0.203 0.085 0.442 0.08
S 2.17522 -0.31473 3.84303 0.056 -0.023 -0.052 0.01
C 3.84295 -0.73646 3.96150 0.017 0.013 0.037 0.00
S 4.66512 -0.87958 5.40389 -0.044 -0.002 -0.081 0.00
S 4.54979 -0.97528 2.42202 0.013 0.032 0.086 0.00
H 3.37450 0.96274 -1.85689 -0.032 -0.006 -0.007 0.00
H 3.78980 1.54964 -0.22661 0.013 0.002 -0.012 0.00
H 2.08701 1.21270 -0.64743 0.011 0.019 0.014 0.01
O -2.38112 -0.77805 -0.23698 0.051 -0.334 0.504 0.73
```
Positions in Å, forces in eV/Å.

Properties
Kohn-Sham gap (alpha / beta): 4.23 / 5.15 eV
multiplicity: 5
charge: -2
HOMO energy (alpha / beta): -0.7 / -1.6 eV

Density functional theory data (ωB97M-V with the def2-TZVPD basis set) for a molecular structure, C4H4InO2.

Structure (XYZ):
```
11
Properties=species:S:1:pos:R:3:forces:R:3:mulliken_spin:R:1
H 1.65293 -0.31012 0.97210 -1.079 -0.493 -1.729 0.00
O 2.95864 -0.04408 0.30668 -0.776 1.797 -1.940 0.00
C 2.21085 0.12749 -0.71950 2.154 -4.534 1.439 0.00
C 0.89202 -0.17147 -0.26241 -0.166 0.440 3.698 0.01
C -0.32350 0.35242 -0.43215 -2.130 1.221 0.538 0.02
C -1.40244 -0.11005 0.42917 5.100 -1.846 -0.958 0.02
O -2.54487 0.33880 0.35252 -0.199 2.317 -1.298 0.15
In -4.26121 -0.09408 0.97777 -3.467 -0.732 1.202 0.78
H 2.50933 -0.35505 -1.66498 0.754 1.925 -0.574 0.00
H -0.49854 1.25145 -1.02996 -0.298 -0.510 -0.324 0.00
H -1.19321 -0.98531 1.07077 0.106 0.416 -0.055 0.01
```
Positions in Å, forces in eV/Å.

Properties
Kohn-Sham gap (alpha / beta): 7.32 / 3.65 eV
multiplicity: 2
energy above the lowest of the compared OMol25 structures with the same formula, charge and spin: 49.3 kcal/mol
charge: +2
HOMO energy (alpha / beta): -17.7 / -17.7 eV